51
Properties=species:S:1:pos:R:3:nbo_charge:R:1 method="wB97M-V/def2-TZVPD" energy_ha=-5045.79569 orbital_gap_ev=6.916 max_force_ha_per_bohr=0.0308 molar_mass_g_mol=538.787 e_homo_ev=-11.197 total_charge=+1
P -4.02455 -0.75671 2.82562 1.23
O 5.10649 -0.15587 -0.52761 -0.55
S -0.65205 1.20567 -2.18244 0.31
H -1.50290 3.30252 -0.18304 0.39
C 5.21028 1.19547 -0.12701 -0.05
H 4.45138 1.47864 -2.07120 0.23
H 6.05334 -0.61266 1.25988 0.17
H -3.07023 -3.03860 -0.72674 0.23
C 0.30870 2.47681 -0.00695 0.03
C -2.33769 -0.61053 -0.96828 -0.23
Cl -6.05522 -0.77715 2.18883 -0.42
C -1.67008 0.59664 -0.85967 -0.17
C 0.67389 1.86180 -1.18676 -0.15
H -2.73829 -2.49525 2.75882 0.51
H 5.59357 -2.66518 -0.93894 0.22
H 4.76859 1.29910 0.86884 0.16
Na -6.88307 -0.53775 -0.74205 0.98
H -5.80898 -2.48001 -2.91131 0.23
H 3.42640 3.21570 1.08964 0.24
N -0.11926 2.08970 3.58465 -0.42
C -2.49240 0.88125 1.34694 -0.19
C 6.07395 -2.30437 -0.03141 -0.62
H -2.51274 1.47476 2.25421 0.26
H 4.93883 3.00223 -1.30391 0.23
C 2.63925 2.84022 0.44907 -0.26
H 7.12820 -2.11657 -0.22661 0.21
C 1.32005 2.95579 0.79948 0.35
H -4.09216 -2.84021 -2.69976 0.25
H -3.82213 -2.97930 0.84054 0.26
C -5.08637 -2.44011 -0.84649 -0.19
H 6.03080 -3.11740 0.69470 0.21
H 2.21688 1.24020 -2.50834 0.23
Br -5.99212 -4.14439 -0.53644 0.04
N -1.05484 2.60101 0.40573 -0.65
H -5.74462 -1.71194 -0.39576 0.10
O 0.99669 3.60257 2.01631 -0.46
C -1.74302 1.36095 0.29084 0.20
H -2.22738 -1.18248 -1.87983 0.23
C 4.44079 2.04804 -1.14357 -0.45
H 4.47084 -1.35119 1.04253 0.16
H -4.62840 -1.19100 -2.56000 0.21
C 0.39370 2.80513 2.84257 0.56
C 5.39173 -1.07071 0.51929 -0.06
C 1.99565 1.73220 -1.57166 -0.22
C 2.99465 2.22528 -0.74310 0.05
C -3.10662 -1.09104 0.08489 -0.01
C -4.91522 -2.22500 -2.34500 -0.67
H 6.25292 1.52483 -0.06538 0.18
C -3.74992 -2.45425 -0.10597 -0.48
O -3.67286 -2.34693 2.97397 -0.98
C -3.17449 -0.31994 1.25789 -0.45

***

47
Properties=species:S:1:pos:R:3:nbo_charge:R:1 method="wB97M-V/def2-TZVPD" energy_ha=-3684.02442 orbital_gap_ev=9.348 max_force_ha_per_bohr=0.0321 molar_mass_g_mol=417.303 smiles="O=C(OCc1nnc(-c2ccccc2)o1)[C@@]12C[C@@H]3C[C@@H](C[C@@](Br)(C3)C1)C2" e_homo_ev=-8.962
C 2.47513 1.86280 -1.66317 -0.19
O -0.36138 1.73354 -1.94935 -0.41
H 0.49384 -2.37245 -0.53284 0.22
H 0.66142 -4.09481 1.25555 0.22
H 1.80769 4.97403 -2.81326 0.24
Br 1.12940 0.43504 3.37088 -0.03
C 3.84129 1.97462 -1.49168 -0.21
C 0.05589 -3.19826 1.42192 -0.21
C 2.39355 4.14718 -2.44523 -0.18
H 1.78561 -1.90646 1.59958 0.22
H -3.66302 1.59115 -1.84011 0.23
H 1.96661 0.93615 -1.44170 0.22
N -0.49000 3.74970 -2.79744 -0.29
C 3.75992 4.24682 -2.27169 -0.21
C -1.61656 -0.75381 -1.02458 0.83
N -1.73143 3.23660 -2.75926 -0.28
H 1.22071 -2.56864 3.13684 0.22
H -0.87542 -3.98348 3.20686 0.21
C -0.38147 -0.32180 1.06905 -0.46
C -1.21884 -1.36471 0.30782 -0.16
H -2.81656 0.39530 -2.87958 0.23
O -2.43383 0.30092 -0.85226 -0.51
H -1.77319 -0.36130 3.41905 0.22
C -2.72405 1.06502 -2.01365 -0.13
C -1.18118 -1.26142 3.23741 -0.47
H 4.40769 1.13297 -1.12201 0.22
C 0.03917 -0.92614 2.39723 0.09
H -3.06515 -2.44806 0.59749 0.21
H -0.97321 0.58200 1.23173 0.23
C 1.74542 2.95131 -2.13798 -0.06
H 0.49919 -0.04945 0.48135 0.22
H -1.77258 -4.30603 1.72193 0.21
C -0.37754 -2.62160 0.07571 -0.39
H -0.96378 -3.35528 -0.48014 0.22
C -2.01580 -2.29868 2.48038 -0.22
H 5.55176 3.24820 -1.65697 0.22
O -1.24782 -1.13757 -2.10068 -0.59
C 0.89392 -2.16238 2.17675 -0.47
C 4.48394 3.16473 -1.79361 -0.19
H 4.26526 5.17108 -2.50779 0.22
H -3.06557 -0.82348 1.29323 0.22
C -1.17884 -3.55653 2.24854 -0.41
C -1.63405 2.04873 -2.26009 0.43
C -2.45910 -1.71735 1.13745 -0.39
H -2.90034 -2.54846 3.07525 0.22
C 0.31549 2.85197 -2.31278 0.44
H -0.87219 -1.66171 4.20585 0.22

***

50
Properties=species:S:1:pos:R:3:nbo_charge:R:1 method="wB97M-V/def2-TZVPD" energy_ha=-2160.42739 orbital_gap_ev=9.349 max_force_ha_per_bohr=0.0120 molar_mass_g_mol=438.311 smiles="CCOCCCNC(=O)[C@@]1(O)c2ccccc2NC(=O)N1c1ccc(Cl)c(Cl)c1" e_homo_ev=-8.690
H 0.11118 -3.89993 -2.34390 0.18
C -0.04471 -2.86121 -2.01596 -0.06
C -1.50445 -2.47079 -2.24348 -0.43
C 1.44439 0.59293 -0.69691 -0.16
H 1.93381 -2.03035 1.39992 0.22
C 1.93843 1.12138 -1.87485 -0.08
C -1.87926 -0.38330 2.29048 -0.12
Cl 2.98572 0.16538 -2.85377 0.02
O -1.93738 1.94816 1.79117 -0.71
N 0.30409 -0.38451 3.25968 -0.63
H 0.93838 -0.70263 3.97854 0.42
C 1.56756 2.40134 -2.27747 -0.07
H -0.72585 -2.16849 4.92565 0.21
O 2.07959 0.50257 2.19281 -0.63
C -3.18020 -0.86201 2.25669 -0.16
Cl 2.16486 3.05878 -3.75359 0.03
H 2.69750 -3.61888 1.46104 0.22
N 0.02221 0.73930 1.25005 -0.50
H 1.55426 -4.36100 -0.55961 0.17
C -1.97682 0.46562 -0.07556 0.68
H -0.81643 -1.21165 -0.18513 0.44
C 0.57313 1.33834 0.08867 0.15
H -2.51412 2.27358 1.07016 0.50
H -0.44195 3.20965 0.31723 0.24
C 0.88260 0.31808 2.23216 0.80
H -2.78477 -0.71597 -2.27686 0.22
O -2.76152 1.25839 -0.56435 -0.64
H -1.08897 -0.39522 -2.68383 0.19
H -3.86569 -0.47846 1.51607 0.22
H -4.61130 -2.17875 3.14213 0.22
C 1.79838 -3.08364 1.16993 -0.63
C -1.75238 -0.98177 -2.03493 -0.22
C 0.71045 3.14645 -1.48222 -0.21
C -1.43438 0.71738 1.35785 0.31
H 0.43418 4.14133 -1.79287 0.23
N -1.50710 -0.63506 -0.65220 -0.63
H 0.62251 -2.21477 -2.60646 0.17
C 0.21625 2.62266 -0.30242 -0.20
C 1.54241 -3.28777 -0.31477 -0.06
H 1.73712 -0.39658 -0.38927 0.23
C -3.59766 -1.81109 3.17235 -0.24
H -3.04135 -3.01404 4.85398 0.22
H 2.32309 -2.79694 -0.91507 0.17
H 0.95527 -3.46326 1.74228 0.21
C -2.71526 -2.27912 4.13364 -0.18
H -2.12925 -3.04146 -1.55495 0.22
H -1.77657 -2.73726 -3.26474 0.22
C -0.99275 -0.85795 3.25466 0.25
C -1.41721 -1.80955 4.17755 -0.26
O 0.27382 -2.75211 -0.64233 -0.58

***

52
Properties=species:S:1:pos:R:3:lowdin_spin:R:1 method="wB97M-V/def2-TZVPD" energy_ha=-5537.64619 orbital_gap_ev="8.069 / 8.210" max_force_ha_per_bohr=0.0050 molar_mass_g_mol=585.225 e_homo_ev="-5.438 / -5.578" spin_multiplicity=2 total_charge=-1
C 3.63586 -0.25018 1.41411 0.00
C 3.53340 -0.49903 -0.96721 0.00
Ge -1.80967 3.97828 1.72915 0.01
H -2.83581 -2.10314 -2.32197 0.00
C 0.84237 2.83272 -0.37852 0.00
Ti -0.76221 0.44990 2.26412 0.95
Cl -3.32194 4.49038 3.27959 0.00
H -3.42963 -0.00832 -3.49341 0.00
H 5.35901 -0.57717 0.16815 0.00
C -0.89947 1.15208 -1.52983 0.00
C -2.25091 -1.48742 3.70752 0.00
C -1.32877 -1.21081 -1.10303 0.00
H -0.46352 -3.95721 0.96619 0.00
C 4.28477 -0.45777 0.19754 0.00
O -2.21786 -0.77624 2.59909 0.00
C -0.56109 -2.87813 0.82319 0.00
O -0.38851 -0.10389 4.11979 0.01
C -0.14160 2.48817 -1.49415 0.00
H 1.75177 2.23573 -0.44065 0.00
C -0.68503 -0.00161 -0.75367 0.00
H -0.03304 2.52767 -3.69036 0.00
Cl -0.28054 2.80833 3.18109 0.00
H 1.08875 -2.70283 -1.38283 0.00
H 0.25397 -4.25684 -1.37824 0.00
Cl -2.65221 1.86965 1.17025 0.01
C 1.46783 -0.16199 0.26080 0.00
H -1.85447 -3.21348 -0.80392 0.00
C -2.31223 -1.18351 -2.08511 0.00
C -1.11872 -1.03806 4.67840 0.00
C 2.27657 -0.10742 1.39589 0.00
C -0.95237 -2.61962 -0.62789 0.00
C -2.63266 -0.01949 -2.76044 0.00
F 1.59322 0.14599 2.55489 0.01
H 1.06987 3.64659 -2.87646 0.00
H 4.03053 -0.64824 -1.91800 0.00
H 1.41663 1.91588 -2.89039 0.00
C 2.15202 -0.34775 -0.94692 0.00
C 0.12776 -3.18695 -1.56167 0.00
O -0.97516 -1.51628 5.77307 0.00
O -3.02320 -2.37902 3.94142 0.00
H 1.58479 -0.37660 -1.86844 0.00
N 0.11838 0.04642 0.43245 0.00
H 1.12780 3.88117 -0.49656 0.00
H -2.12007 2.02911 -3.04989 0.00
H 4.16855 -0.19055 2.35365 0.00
C 0.61442 2.65489 -2.82363 0.00
H -0.92538 3.25476 -1.46686 0.00
H -0.13725 -3.04506 -2.61129 0.00
H -1.32267 -2.51859 1.50706 0.00
H 0.39777 -2.42914 1.08240 0.00
C -1.90135 1.11970 -2.50077 0.00
H 0.44126 2.72496 0.62230 0.00

***

47
Properties=species:S:1:pos:R:3:nbo_charge:R:1 method="wB97M-V/def2-TZVPD" energy_ha=-1893.11679 orbital_gap_ev=9.027 max_force_ha_per_bohr=0.0268 molar_mass_g_mol=388.920 smiles="CCOc1ccccc1N(C(=O)c1ccccc1Cl)C1=NC(C)(C)CS1" e_homo_ev=-8.368
H 3.77746 2.70082 0.30271 0.18
C -3.87566 2.23059 -0.58745 -0.19
H -4.03852 2.16657 -2.72139 0.22
O 0.88253 1.54312 -1.89315 -0.55
C -2.10813 1.54328 -2.05064 -0.17
H 4.11018 -2.93211 -1.74596 0.22
C 4.16701 -0.02086 -0.02085 -0.29
O 2.24858 1.34724 0.59991 -0.50
C -3.31626 -1.53336 1.22038 -0.61
C 1.92459 -0.61337 -0.63487 0.16
H -1.28387 -4.16025 0.78746 0.22
N 0.53294 -0.30888 -0.63992 -0.52
H -3.41125 2.20943 1.50821 0.23
C 3.08160 2.38063 1.08899 -0.06
H 1.68923 -2.41266 -1.74712 0.22
C -2.32392 -2.26955 0.31460 0.09
C 3.74688 -2.04009 -1.26061 -0.25
H -1.72131 1.36663 -3.04244 0.22
H 2.78324 4.36381 1.86161 0.21
H -3.95409 -2.24660 1.73656 0.21
H 3.65897 2.02091 1.95266 0.17
Cl -0.76036 1.29536 1.69679 0.02
H -2.78095 -0.93494 1.95392 0.22
H 1.60162 3.86538 0.63707 0.22
C -3.40217 1.99389 -1.86692 -0.22
C -1.28033 1.29768 -0.96145 -0.06
H -3.93164 -0.86968 0.61868 0.22
H -3.67820 -3.88005 -0.18199 0.21
C 2.80799 0.27512 -0.00117 0.31
H -3.72452 -2.50393 -1.29819 0.22
C -3.07656 -3.13556 -0.69711 -0.60
C 0.12979 0.88304 -1.21778 0.69
N -1.56317 -1.29020 -0.40603 -0.51
H -1.66085 -3.17676 2.21608 0.23
H 5.68413 -1.38027 -0.64322 0.21
H -4.88378 2.58644 -0.43678 0.22
C -1.35780 -3.14294 1.17139 -0.54
S 0.29056 -2.38849 1.07523 0.22
C -3.05631 2.01841 0.50751 -0.24
C -1.76594 1.55345 0.31788 -0.03
C 2.18181 3.53665 1.49535 -0.62
H 4.87339 0.63823 0.45831 0.22
C 4.62528 -1.16906 -0.64374 -0.18
C -0.34352 -1.21571 -0.11229 0.35
H 1.49649 3.21927 2.27656 0.22
C 2.39302 -1.75417 -1.26021 -0.19
H -2.37514 -3.63810 -1.35922 0.21

***

48
Properties=species:S:1:pos:R:3:nbo_charge:R:1 method="wB97M-V/def2-TZVPD" energy_ha=-1645.36755 orbital_gap_ev=8.625 max_force_ha_per_bohr=0.0256 molar_mass_g_mol=388.851 smiles="COc1ccc(Cl)cc1C(=O)N1CCN(Cc2ccc3c(c2)OCO3)CC1" e_homo_ev=-8.018
C 0.50357 -2.58452 0.45850 0.32
C 2.61562 -1.02828 -0.46566 -0.09
H -3.15128 1.04262 -1.71378 0.19
H -1.13898 2.10832 2.30497 0.22
C -3.10022 2.34031 0.42076 -0.22
H -4.83830 0.59639 -1.38287 0.19
C 1.34753 -0.85178 -0.99424 -0.12
H -4.13729 -0.63644 1.45205 0.19
H 0.70954 2.81132 -2.26817 0.23
H 0.37626 -5.13092 1.30582 0.18
Cl 3.94420 -0.10994 -1.08445 0.01
C -1.03579 -1.46681 -1.22478 0.68
C -0.75168 2.24031 1.30752 -0.29
H -0.06361 -4.08562 2.68818 0.18
H -3.33885 2.72126 1.41836 0.20
H -2.01562 -1.67244 1.56200 0.20
N -2.10651 -1.15473 -0.46758 -0.43
H 3.42832 1.37740 1.33036 0.16
H -4.13279 -1.62417 -0.60554 0.19
C -2.04580 -0.77781 0.92871 -0.24
C 0.28438 -1.60650 -0.52459 -0.18
C 0.30543 2.64476 -1.28389 -0.25
C 1.12523 2.47406 -0.19674 0.22
H 3.38207 3.15185 1.60584 0.16
H -1.33151 -4.92829 1.76420 0.20
H -3.60621 2.97490 -0.31127 0.21
O 1.62615 2.13770 1.97839 -0.49
C 0.59985 2.27073 1.08031 0.30
O 2.49033 2.49076 -0.12750 -0.47
C 1.77938 -2.73230 0.99320 -0.28
H 1.97366 -3.46429 1.76053 0.22
C -3.39532 -0.98625 -1.10101 -0.24
H 3.81767 -2.08740 0.95244 0.23
H -1.13408 -0.19973 1.10318 0.22
H -3.11464 0.55716 2.24755 0.21
C -0.36687 -4.42806 1.69329 -0.25
C -3.29404 0.04693 1.30034 -0.23
O -0.56609 -3.34851 0.81074 -0.50
O -1.10899 -1.63493 -2.43010 -0.62
C -1.60384 2.40651 0.20808 -0.05
H 1.17513 -0.13982 -1.78596 0.24
C -3.80247 0.48512 -1.03501 -0.22
H -3.29344 -1.30122 -2.14077 0.26
H -1.72905 2.76860 -1.89434 0.21
C -1.06906 2.60802 -1.05529 -0.22
C 2.83026 -1.95471 0.53914 -0.21
N -3.70317 1.02180 0.31940 -0.45
C 2.81438 2.28567 1.22852 0.24

***

What did the fifth record say?
47
Properties=species:S:1:pos:R:3:nbo_charge:R:1 method="wB97M-V/def2-TZVPD" energy_ha=-1893.11679 orbital_gap_ev=9.027 max_force_ha_per_bohr=0.0268 molar_mass_g_mol=388.920 smiles="CCOc1ccccc1N(C(=O)c1ccccc1Cl)C1=NC(C)(C)CS1" e_homo_ev=-8.368
H 3.77746 2.70082 0.30271 0.18
C -3.87566 2.23059 -0.58745 -0.19
H -4.03852 2.16657 -2.72139 0.22
O 0.88253 1.54312 -1.89315 -0.55
C -2.10813 1.54328 -2.05064 -0.17
H 4.11018 -2.93211 -1.74596 0.22
C 4.16701 -0.02086 -0.02085 -0.29
O 2.24858 1.34724 0.59991 -0.50
C -3.31626 -1.53336 1.22038 -0.61
C 1.92459 -0.61337 -0.63487 0.16
H -1.28387 -4.16025 0.78746 0.22
N 0.53294 -0.30888 -0.63992 -0.52
H -3.41125 2.20943 1.50821 0.23
C 3.08160 2.38063 1.08899 -0.06
H 1.68923 -2.41266 -1.74712 0.22
C -2.32392 -2.26955 0.31460 0.09
C 3.74688 -2.04009 -1.26061 -0.25
H -1.72131 1.36663 -3.04244 0.22
H 2.78324 4.36381 1.86161 0.21
H -3.95409 -2.24660 1.73656 0.21
H 3.65897 2.02091 1.95266 0.17
Cl -0.76036 1.29536 1.69679 0.02
H -2.78095 -0.93494 1.95392 0.22
H 1.60162 3.86538 0.63707 0.22
C -3.40217 1.99389 -1.86692 -0.22
C -1.28033 1.29768 -0.96145 -0.06
H -3.93164 -0.86968 0.61868 0.22
H -3.67820 -3.88005 -0.18199 0.21
C 2.80799 0.27512 -0.00117 0.31
H -3.72452 -2.50393 -1.29819 0.22
C -3.07656 -3.13556 -0.69711 -0.60
C 0.12979 0.88304 -1.21778 0.69
N -1.56317 -1.29020 -0.40603 -0.51
H -1.66085 -3.17676 2.21608 0.23
H 5.68413 -1.38027 -0.64322 0.21
H -4.88378 2.58644 -0.43678 0.22
C -1.35780 -3.14294 1.17139 -0.54
S 0.29056 -2.38849 1.07523 0.22
C -3.05631 2.01841 0.50751 -0.24
C -1.76594 1.55345 0.31788 -0.03
C 2.18181 3.53665 1.49535 -0.62
H 4.87339 0.63823 0.45831 0.22
C 4.62528 -1.16906 -0.64374 -0.18
C -0.34352 -1.21571 -0.11229 0.35
H 1.49649 3.21927 2.27656 0.22
C 2.39302 -1.75417 -1.26021 -0.19
H -2.37514 -3.63810 -1.35922 0.21